(1)
19
Properties=species:S:1:pos:R:3:forces:R:3:mulliken_charge:R:1 method="wB97M-V/def2-TZVPD" homo_lumo_gap_ev=3.37 lumo_energy_ev=-3.4 de_lowest_kcal_mol=156.3 multiplicity=1 homo_energy_ev=-6.80
C 3.746946 -0.011329 0.590935 0.55 1.06 -0.42 -0.8425
C -3.641102 -0.471465 0.385714 2.50 2.37 -0.39 -0.7100
C -2.275171 -0.059283 0.234957 0.95 -2.73 0.19 0.7094
C -1.931877 1.237191 -0.196823 2.75 0.26 -1.10 -0.0230
N -0.679576 1.551645 -0.924906 -3.70 -1.52 1.92 -0.5998
N -1.177478 -0.910957 0.407013 -1.80 0.00 -0.51 -0.3688
H 2.847710 -0.131985 -0.088166 0.49 -0.10 1.14 0.1617
H 4.073043 1.055994 0.594824 -0.04 -0.66 -0.04 0.2103
H 4.551052 -0.619999 0.204316 0.48 -0.02 -0.55 0.2583
H -4.297231 0.358051 0.648007 -0.35 -0.51 -0.45 0.2405
H -3.963850 -1.496864 0.258183 0.03 0.11 0.33 0.2805
H -2.610768 2.014458 0.000966 -0.69 1.20 0.11 0.3630
H 0.086451 1.660788 -0.253774 0.16 0.61 -0.03 0.3566
H -0.428014 0.654230 -1.344440 0.83 -0.32 -0.33 0.2559
H -0.249860 -0.714185 -0.013623 0.13 -0.41 -0.19 0.1387
H -1.435516 -1.898047 0.455768 0.51 0.46 0.03 0.2396
H 2.097102 -1.254385 -1.548235 -0.50 0.31 0.27 0.1706
H 3.720265 -0.338787 1.618196 -0.80 -0.05 0.49 0.2438
O 1.567873 -0.625079 -1.028920 -1.50 -0.05 -0.48 -1.0848

(2)
11
Properties=species:S:1:pos:R:3:forces:R:3:mulliken_charge:R:1 method="wB97M-V/def2-TZVPD" homo_lumo_gap_ev="8.43 / 7.41" lumo_energy_ev="-0.3 / -1.0" de_lowest_kcal_mol=143.4 multiplicity=1 homo_energy_ev="-8.68 / -8.39"
N 2.374169 0.071404 0.381080 0.01 -0.17 -0.13 -0.4400
C 1.144146 0.320694 -0.165154 -0.43 0.93 -0.40 0.6429
N 0.356875 -0.700426 -0.655866 -0.18 -1.37 0.27 -0.6595
N -0.923626 -0.686609 -0.207169 0.08 -0.20 -0.05 0.2820
C -1.703128 0.393223 -0.155606 -0.41 0.29 0.15 -0.2881
O -2.818652 0.081864 0.530660 0.11 -0.08 -0.25 -0.3958
N 0.539769 1.383408 -0.470107 0.89 0.68 0.33 -0.4206
H 2.700790 -0.873045 0.226768 -0.01 0.11 -0.01 0.2588
H 3.075688 0.788648 0.255307 -0.14 -0.06 0.02 0.2585
H -1.333561 -1.613993 -0.167348 0.01 -0.02 0.00 0.3223
H -3.412470 0.834827 0.427430 0.07 -0.10 0.06 0.4396

(3)
55
Properties=species:S:1:pos:R:3:forces:R:3:mulliken_charge:R:1 method="wB97M-V/def2-TZVPD" charge=+1 homo_lumo_gap_ev="9.86 / 9.94" lumo_energy_ev="-2.8 / -2.8" de_lowest_kcal_mol=5.9 multiplicity=4 homo_energy_ev="-12.68 / -12.73"
Nd 0.276134 -0.114471 0.262157 -0.02 4.04 1.73 0.9404
C 2.435540 -0.602010 3.194056 0.02 0.01 -0.02 -1.7208
C 2.416397 0.348858 2.029220 0.31 0.44 0.15 0.5951
C 3.191047 0.087430 0.896004 -0.10 0.10 0.20 -0.3363
C 3.187932 0.943023 -0.211266 0.22 -0.05 0.12 1.0133
C 4.040297 0.636427 -1.408236 -0.09 -0.07 -0.02 -1.5208
C 2.426997 2.107475 -0.143967 -0.04 0.15 0.13 -0.8188
C 1.713369 2.455134 1.007039 0.11 0.04 0.23 0.9668
C 1.106931 3.824389 1.125687 -0.02 -0.02 -0.05 -1.6361
C 1.670606 1.545698 2.070788 0.58 0.02 0.06 -0.8866
H 3.413016 -0.575265 3.678082 -0.01 0.01 0.01 0.4315
H 2.262808 -1.625268 2.859275 -0.01 -0.01 0.01 0.3038
H 1.681149 -0.341644 3.934522 0.01 0.00 0.01 0.3819
H 3.835542 -0.783609 0.891835 -0.13 -0.10 -0.09 0.4366
H 3.542894 -0.085907 -2.058407 0.00 0.01 -0.02 0.2449
H 4.983574 0.187201 -1.100208 0.01 0.03 0.00 0.3947
H 4.245666 1.534997 -1.986631 0.01 0.00 0.00 0.4248
H 2.483151 2.826705 -0.953910 -0.09 -0.08 -0.08 0.5593
H 1.898694 4.573338 1.075871 0.00 0.00 0.06 0.4177
H 0.577544 3.949817 2.068848 -0.01 0.00 0.00 0.3931
H 0.416969 4.027068 0.307964 0.01 0.01 0.00 0.3199
H 1.174933 1.826511 2.994075 -0.13 -0.08 -0.04 0.4167
O -0.600608 -1.482886 2.050246 -0.34 -0.74 -0.84 -0.6601
As -1.653483 -2.258138 0.657955 -1.66 -0.25 0.52 1.1007
O -2.959993 -2.797668 1.438727 0.21 -0.12 0.01 -0.7545
O -1.734254 -0.816357 -0.242973 0.10 -1.04 0.34 -0.5320
C -0.921496 -3.630189 -0.511086 0.47 0.33 -0.34 -0.2552
C -1.702383 -4.768352 -0.552563 0.07 0.02 -0.04 -0.4888
C -1.449110 -5.743378 -1.520263 -0.08 -0.03 0.05 -0.6242
C -0.443033 -5.573336 -2.446528 0.05 0.01 -0.07 -0.6560
C 0.361015 -4.433531 -2.415839 -0.04 0.02 0.04 -0.4383
C 0.120192 -3.469725 -1.461761 -0.34 0.02 0.44 0.3709
S 1.301206 -2.169048 -1.268936 0.29 -0.51 -0.09 1.6336
O 0.743582 -0.842839 -1.760543 0.76 -1.70 -0.59 -0.5116
O 2.544924 -2.516193 -1.860720 -0.05 -0.08 -0.19 -0.5895
O 1.323421 -2.056444 0.241103 0.59 -1.03 -1.42 -0.4612
H -0.963168 -1.875766 2.856892 0.05 0.10 0.00 0.3035
H -2.506741 -4.879473 0.163346 -0.02 -0.01 -0.02 0.5587
H -2.057452 -6.637419 -1.542872 0.00 0.00 0.01 0.4149
H -0.258620 -6.335321 -3.191219 0.01 0.01 -0.01 0.4145
H 1.186015 -4.308833 -3.104070 0.01 -0.03 0.00 0.4891
C -4.918029 3.653987 -0.635255 0.00 -0.05 -0.02 -1.5031
C -3.555354 3.051741 -0.477877 0.00 -0.01 0.01 1.0802
C -3.063240 2.670985 0.768234 0.01 -0.01 0.11 -1.0558
C -1.797635 2.132153 0.864171 -0.03 0.25 -0.41 0.0826
N -1.002236 1.952715 -0.202225 -0.63 0.25 0.09 0.2957
C -1.482475 2.282415 -1.405484 0.03 0.16 0.10 -0.5010
C -2.731615 2.839301 -1.580061 -0.03 0.03 -0.07 -0.8456
H -5.352635 3.915865 0.326663 0.00 0.01 0.00 0.3718
H -5.584718 2.944729 -1.129105 0.00 0.00 0.01 0.3256
H -4.875298 4.546759 -1.258858 0.00 0.00 0.01 0.3857
H -3.665954 2.789455 1.658730 0.01 0.03 0.00 0.3837
H -1.391746 1.853733 1.835136 -0.01 -0.06 -0.01 0.4320
H -0.824844 2.112037 -2.250679 -0.03 -0.05 -0.01 0.4805
H -3.065403 3.103132 -2.575104 0.01 0.01 0.00 0.4320

(4)
36
Properties=species:S:1:pos:R:3:forces:R:3:mulliken_charge:R:1 method="wB97M-V/def2-TZVPD" charge=-2 homo_lumo_gap_ev="4.30 / 7.02" lumo_energy_ev="3.9 / 4.3" de_lowest_kcal_mol=0.0 multiplicity=5 homo_energy_ev="-0.41 / -2.72"
Co 0.582759 -2.483679 -0.819469 1.16 -1.21 -0.09 -0.0195
Cl -1.491654 -1.873490 -1.208351 -1.55 1.92 0.17 -0.4332
C 0.350216 -3.892561 0.573407 -0.02 -0.50 0.30 -0.8917
C 1.212518 -2.921576 -2.671988 0.22 -0.25 -0.44 -0.9080
H 1.066292 -4.711997 0.362444 -0.27 0.12 0.31 0.2467
H 0.584357 -3.437534 1.555253 -0.15 -0.38 -0.12 0.1789
H -0.687184 -4.283085 0.568886 0.43 -0.02 0.18 0.1486
H 1.878046 -3.806315 -2.622084 -0.12 0.30 -0.28 0.2442
H 1.783929 -2.054955 -3.057275 -0.08 -0.31 -0.16 0.1652
H 0.355276 -3.132707 -3.342205 0.42 0.02 0.08 0.1423
Sn 0.082766 0.149969 -0.015428 1.13 -0.92 1.10 1.0557
C 0.031096 2.026354 -1.043629 -0.53 -0.32 -0.25 -1.1857
C 1.835673 -1.120933 0.002498 -0.26 1.30 0.33 -0.8579
H 1.058373 2.250996 -1.353237 -0.28 -0.10 0.10 0.3735
H -0.623595 1.892157 -1.911329 0.14 0.34 0.13 0.3556
H -0.359066 2.788596 -0.359036 0.07 -0.21 -0.23 0.2827
H 2.581376 -0.751201 -0.726449 -0.42 0.17 0.43 0.2874
H 2.255431 -1.341815 0.997192 -0.37 0.22 -0.39 0.3057
O -2.640966 1.016234 0.839753 1.07 0.06 0.66 -0.6488
C -1.853568 1.291118 1.747415 0.00 0.27 0.00 0.7513
O -0.666201 0.705740 1.916689 -0.70 -0.01 -1.48 -0.7591
C -2.120193 2.446540 2.696061 0.11 0.88 0.57 0.3987
C -1.083138 3.010983 3.458355 -0.07 -1.01 -0.73 -0.7269
C -1.309281 4.190393 4.200426 0.86 0.65 0.72 -0.2694
C -2.566811 4.806527 4.216820 -0.64 -0.10 -0.29 -0.2136
C -3.601512 4.240092 3.463458 1.19 -0.30 0.25 0.0786
C -3.382883 3.069495 2.702508 -0.30 -0.50 -0.45 -0.7746
N -4.898196 4.868773 3.450839 -0.84 0.61 0.19 0.9824
O -5.055497 5.909765 4.121728 0.00 -1.04 -0.73 -0.6607
O -5.811702 4.356881 2.777253 1.06 0.55 0.75 -0.6560
N -0.213054 4.779703 4.925839 -1.42 -0.75 -0.90 0.9466
O 0.898670 4.218111 4.876571 0.30 -0.21 -0.05 -0.7560
O -0.412188 5.828211 5.570632 -0.16 0.56 0.34 -0.7657
H -0.095749 2.551561 3.463758 -0.33 0.23 0.02 0.5317
H -2.735872 5.705226 4.798708 0.11 -0.16 -0.12 0.5378
H -4.192621 2.660105 2.107279 0.20 0.08 0.09 0.5132

| no. | energy (eV) |
| --- | --- |
| 1 | -9364.4177 |
| 2 | -10140.9178 |
| 3 | -122889.7485 |
| 4 | -82873.4012 |